11 unconnected molecules or ions with the total composition C34H96N6O12 in a non-equilibrium geometry, computed with ωB97M-V/def2-TZVPD.

XYZ file:
```
148
Properties=species:S:1:pos:R:3:lowdin_charge:R:1
C 0.47 2.11 6.44 -0.07
C 0.17 2.54 4.99 -0.30
O 1.40 2.56 4.26 -0.10
H 0.60 1.02 6.44 0.06
H -0.36 2.34 7.13 0.07
H 1.40 2.59 6.72 0.07
H -0.24 3.54 5.01 0.09
H -0.56 1.88 4.51 0.10
H 1.27 2.19 3.38 0.02
C -4.09 -0.27 2.17 -0.06
C -3.12 0.61 3.06 -0.27
O -3.53 0.58 4.45 -0.08
H -3.82 -0.01 1.17 0.03
H -5.15 0.02 2.39 0.08
H -4.02 -1.37 2.24 0.06
H -3.09 1.58 2.55 0.09
H -2.09 0.23 3.10 0.09
H -4.16 1.28 4.56 0.06
C 3.71 4.33 2.76 -0.08
C 3.36 4.11 1.30 -0.31
O 4.44 3.76 0.39 -0.09
H 2.83 4.41 3.37 0.06
H 4.27 5.29 2.81 0.08
H 4.34 3.56 3.23 0.07
H 2.83 5.02 0.93 0.11
H 2.65 3.30 1.27 0.06
H 5.19 4.34 0.59 0.09
C 0.00 2.35 -4.29 -0.05
C -0.80 0.99 -4.20 -0.26
O -1.61 0.99 -3.02 -0.11
H 0.81 2.22 -5.04 0.07
H 0.54 2.65 -3.36 0.07
H -0.63 3.12 -4.72 0.07
H -0.19 0.08 -4.28 0.08
H -1.51 0.90 -5.02 0.08
H -2.34 0.39 -3.15 0.04
C -4.58 -6.12 2.89 -0.10
C -4.47 -5.21 1.73 -0.46
C -3.16 -4.40 1.78 -0.23
O -2.99 -3.71 0.58 -0.19
C -1.94 -2.78 0.68 -0.13
N -4.67 -6.05 0.53 0.05
H -3.76 -6.83 2.97 0.08
H -5.47 -6.75 2.81 0.08
H -4.60 -5.61 3.88 0.09
H -5.25 -4.42 1.89 0.15
H -2.25 -4.98 2.00 0.14
H -3.26 -3.65 2.58 0.12
H -2.21 -1.94 0.03 0.06
H -0.99 -3.22 0.37 0.09
H -1.78 -2.40 1.72 0.09
H -3.89 -6.75 0.63 0.10
H -4.40 -5.44 -0.23 0.05
C 7.17 -0.52 -1.37 -0.08
C 6.28 -0.91 -0.26 -0.44
C 5.65 0.25 0.44 -0.20
O 4.67 -0.24 1.37 -0.20
C 4.18 0.79 2.21 -0.09
N 5.18 -1.69 -0.92 0.07
H 7.49 -1.35 -1.99 0.08
H 8.02 0.03 -1.00 0.08
H 6.64 0.12 -2.09 0.09
H 6.72 -1.60 0.50 0.16
H 5.17 0.82 -0.37 0.14
H 6.44 0.81 0.96 0.13
H 4.94 1.17 2.92 0.10
H 3.37 0.26 2.69 0.08
H 3.85 1.65 1.64 0.05
H 4.74 -1.04 -1.52 0.02
H 4.47 -1.96 -0.26 0.02
C -4.00 0.91 -5.67 -0.06
C -4.34 -0.58 -5.53 -0.42
C -4.98 -0.92 -4.16 -0.21
O -4.04 -0.86 -3.09 -0.22
C -4.66 -1.17 -1.85 -0.07
N -5.27 -0.97 -6.62 0.03
H -3.28 0.98 -6.47 0.07
H -3.64 1.42 -4.78 0.07
H -4.95 1.42 -5.90 0.08
H -3.40 -1.17 -5.62 0.14
H -5.47 -1.93 -4.22 0.13
H -5.83 -0.26 -3.96 0.12
H -5.29 -2.07 -1.94 0.10
H -5.27 -0.32 -1.55 0.10
H -3.90 -1.45 -1.14 0.06
H -6.13 -0.45 -6.50 0.07
H -5.45 -1.97 -6.69 0.08
C 2.62 -3.88 0.29 -0.05
C 2.89 -3.23 1.68 -0.45
C 1.73 -2.54 2.12 -0.27
O 1.98 -2.09 3.42 -0.17
C 1.10 -1.05 3.83 -0.09
N 3.18 -4.39 2.54 0.04
H 2.44 -3.12 -0.45 0.04
H 1.79 -4.59 0.33 0.08
H 3.45 -4.52 0.00 0.08
H 3.74 -2.51 1.64 0.13
H 0.83 -3.17 2.11 0.13
H 1.57 -1.69 1.43 0.13
H 1.60 -0.63 4.68 0.08
H 0.12 -1.40 4.16 0.09
H 1.11 -0.22 3.06 0.08
H 3.30 -4.14 3.51 0.06
H 4.09 -4.77 2.21 0.09
C 2.86 -3.01 -3.83 -0.07
C 2.12 -1.69 -3.74 -0.42
C 1.30 -1.54 -2.44 -0.23
O 0.37 -2.57 -2.18 -0.20
C -0.91 -2.39 -2.79 -0.09
N 3.18 -0.64 -3.75 0.04
H 3.25 -3.05 -4.87 0.09
H 2.22 -3.86 -3.80 0.07
H 3.68 -3.12 -3.10 0.08
H 1.44 -1.67 -4.65 0.14
H 0.78 -0.60 -2.39 0.09
H 1.96 -1.46 -1.56 0.11
H -1.44 -3.35 -2.65 0.10
H -0.86 -2.29 -3.90 0.09
H -1.40 -1.50 -2.33 0.08
H 4.06 -1.00 -4.14 0.08
H 2.83 0.19 -4.23 0.06
C -0.27 6.54 -1.13 -0.07
C -0.39 5.27 -0.29 -0.45
C -1.23 5.56 0.89 -0.20
O -1.17 4.37 1.68 -0.23
C -2.10 4.36 2.78 -0.07
N -1.02 4.19 -1.04 0.09
H 0.18 7.33 -0.52 0.08
H -1.23 6.90 -1.52 0.08
H 0.43 6.43 -1.98 0.08
H 0.67 5.09 0.01 0.13
H -2.25 5.76 0.61 0.13
H -0.91 6.40 1.56 0.14
H -1.87 3.48 3.41 0.06
H -3.14 4.24 2.43 0.10
H -2.02 5.30 3.37 0.09
H -0.57 4.04 -1.92 0.05
H -1.21 3.33 -0.59 0.03
C 0.86 1.30 0.56 -0.22
C -0.27 0.30 0.32 -0.22
O -1.45 0.99 -0.12 -0.09
O 0.64 2.19 1.65 -0.10
H 0.96 1.89 -0.36 0.12
H 1.84 0.79 0.75 0.12
H -0.55 -0.24 1.27 0.10
H 0.01 -0.49 -0.38 0.09
H -1.47 1.04 -1.11 0.06
H 0.14 2.96 1.28 0.08
```

Calculated values
Frontier orbital gap = 9.423 eV
HOMO energy = -8.89 eV
LUMO = 0.53 eV
2S+1 = 1
Molar mass = 781.17 g mol⁻¹
SMILES string = COC[C@H](C)N.COC[C@H](C)N.COC[C@H](C)N.COC[C@H](C)N.COC[C@H](C)N.COC[C@H](C)N.OCCO.CCO.CCO.CCO.CCO

11 unconnected molecules or ions with the total composition C34H96N6O16 in a non-equilibrium geometry, computed with ωB97M-V/def2-TZVPD.

XYZ file:
```
152
Properties=species:S:1:pos:R:3:lowdin_charge:R:1
C -1.10 -4.43 0.73 -0.07
C -2.29 -4.25 1.58 -0.41
C -3.19 -5.44 1.51 -0.23
O -3.80 -5.68 0.31 -0.23
C -4.67 -6.85 0.22 -0.02
N -1.83 -4.15 3.01 0.08
H -0.72 -3.42 0.56 0.05
H -1.28 -4.59 -0.33 0.08
H -0.42 -5.27 0.88 0.10
H -2.72 -3.30 1.28 0.13
H -4.01 -5.28 2.22 0.13
H -2.77 -6.39 1.84 0.14
H -4.37 -7.45 1.08 0.08
H -4.66 -7.43 -0.70 0.10
H -5.71 -6.56 0.34 0.09
H -2.59 -4.49 3.58 0.06
H -1.66 -3.21 3.32 0.04
C 0.77 -1.63 -1.28 -0.03
C 0.40 -0.40 -0.48 -0.42
C -0.37 0.64 -1.30 -0.18
O 0.25 1.23 -2.48 -0.19
C 1.71 1.49 -2.46 -0.07
N -0.29 -0.76 0.76 0.09
H 0.02 -2.41 -1.36 0.07
H 1.50 -1.91 -0.52 0.07
H 1.23 -1.39 -2.24 0.06
H 1.29 0.18 -0.26 0.13
H -0.59 1.53 -0.70 0.09
H -1.40 0.36 -1.53 0.10
H 2.17 0.55 -2.77 0.05
H 2.22 1.94 -1.61 0.06
H 1.67 2.19 -3.28 0.08
H 0.41 -1.05 1.42 0.03
H -0.95 -1.52 0.72 0.06
C 2.52 0.18 -5.63 -0.06
C 3.85 -0.54 -5.69 -0.41
C 4.54 -0.83 -4.34 -0.21
O 4.81 0.42 -3.79 -0.18
C 5.30 0.26 -2.47 -0.10
N 3.71 -1.81 -6.47 0.02
H 2.48 0.98 -4.89 0.05
H 1.88 -0.59 -5.20 0.07
H 2.01 0.48 -6.55 0.09
H 4.44 0.13 -6.33 0.13
H 5.39 -1.51 -4.29 0.13
H 3.68 -1.30 -3.87 0.11
H 4.44 0.05 -1.84 0.09
H 5.72 1.23 -2.21 0.07
H 6.15 -0.40 -2.27 0.09
H 3.45 -1.62 -7.42 0.06
H 2.92 -2.37 -6.20 0.06
C 4.13 -5.90 -1.52 -0.04
C 3.72 -6.16 -0.01 -0.41
C 2.87 -4.95 0.52 -0.16
O 2.46 -5.04 1.93 -0.20
C 3.57 -5.20 2.76 -0.14
N 3.13 -7.45 0.30 0.04
H 4.16 -6.83 -2.09 0.07
H 5.11 -5.43 -1.48 0.07
H 3.46 -5.30 -2.13 0.07
H 4.60 -5.99 0.61 0.10
H 1.98 -4.85 -0.10 0.11
H 3.36 -4.02 0.23 0.12
H 4.23 -4.33 2.69 0.10
H 4.08 -6.16 2.73 0.08
H 3.26 -5.31 3.80 0.09
H 3.08 -7.60 1.30 0.06
H 3.65 -8.27 0.02 0.07
C -1.00 4.73 0.73 -0.06
C -2.15 5.31 -0.20 -0.34
C -2.86 6.64 0.38 -0.15
O -3.61 6.50 1.62 -0.20
C -4.55 5.43 1.70 -0.11
N -1.32 5.61 -1.35 0.01
H -0.79 3.71 0.41 0.06
H -1.33 4.97 1.74 0.06
H 0.00 5.17 0.77 0.07
H -2.97 4.61 -0.34 0.12
H -3.52 7.11 -0.36 0.11
H -2.18 7.47 0.57 0.11
H -5.29 5.53 0.91 0.08
H -5.14 5.47 2.62 0.09
H -4.03 4.47 1.73 0.07
H -0.62 6.25 -1.02 0.03
H -0.67 4.91 -1.71 0.06
C -3.43 0.76 1.00 -0.09
C -4.30 1.07 2.16 -0.41
C -5.83 1.42 2.03 -0.10
O -5.95 2.77 1.43 -0.22
C -7.16 3.01 0.80 -0.15
N -4.10 -0.20 2.92 0.03
H -3.54 -0.09 0.32 0.08
H -2.41 0.88 1.37 0.05
H -3.44 1.61 0.31 0.08
H -3.86 1.87 2.75 0.12
H -6.25 1.44 3.03 0.12
H -6.33 0.74 1.34 0.12
H -8.01 3.13 1.47 0.09
H -7.48 2.35 0.00 0.09
H -6.91 3.99 0.38 0.08
H -4.49 -0.09 3.85 0.06
H -3.11 -0.14 3.14 0.05
C 0.94 -2.46 4.31 -0.21
C 1.99 -1.72 3.42 -0.18
O 1.81 -2.23 2.08 -0.12
O -0.35 -1.88 4.26 -0.07
H 1.41 -2.46 5.29 0.12
H 0.85 -3.51 4.02 0.12
H 3.07 -1.83 3.56 0.11
H 2.00 -0.64 3.37 0.11
H 1.59 -3.13 2.31 0.04
H -0.22 -1.02 4.66 0.06
C 3.60 3.60 0.44 -0.23
C 4.93 3.56 -0.40 -0.25
O 6.10 4.01 0.20 -0.05
O 3.89 2.91 1.61 -0.07
H 2.75 3.08 0.01 0.09
H 3.34 4.63 0.69 0.12
H 4.80 3.96 -1.41 0.11
H 5.13 2.50 -0.52 0.09
H 6.83 3.90 -0.41 0.09
H 4.11 3.54 2.29 0.09
C 2.36 6.91 -2.56 -0.21
C 1.79 5.80 -3.40 -0.23
O 0.68 6.31 -4.22 -0.07
O 1.34 7.27 -1.59 -0.10
H 2.54 7.80 -3.16 0.12
H 3.16 6.55 -1.91 0.11
H 1.40 5.09 -2.67 0.10
H 2.48 5.43 -4.15 0.12
H 0.01 6.42 -3.54 0.04
H 0.81 7.98 -1.96 0.08
C -0.31 1.62 3.91 -0.22
C 0.80 2.52 3.32 -0.23
O 0.48 3.88 3.52 -0.07
O -0.21 1.45 5.32 -0.05
H -0.28 0.64 3.44 0.08
H -1.28 1.86 3.47 0.11
H 1.10 2.52 2.27 0.11
H 1.78 2.31 3.76 0.11
H 0.90 4.09 4.35 0.08
H 0.05 2.23 5.81 0.08
C -4.16 -3.13 -1.33 -0.24
C -4.24 -1.88 -2.22 -0.26
O -2.98 -1.35 -2.25 -0.06
O -3.90 -4.39 -1.86 -0.09
H -5.16 -3.21 -0.91 0.12
H -3.28 -3.06 -0.68 0.10
H -4.97 -1.19 -1.81 0.11
H -4.72 -1.96 -3.19 0.12
H -2.57 -1.61 -3.08 0.10
H -3.96 -5.03 -1.15 0.01
```

Calculated values
Energy above the lowest of the compared OMol25 structures with the same formula, charge and spin = 190.6 kcal/mol
Frontier orbital gap = 8.546 eV
HOMO energy = -8.28 eV
LUMO = 0.26 eV
2S+1 = 1
Molar mass = 845.17 g mol⁻¹
SMILES string = COC[C@H](C)N.COC[C@H](C)N.COC[C@H](C)N.COC[C@H](C)N.COC[C@H](C)N.COC[C@H](C)N.OCCO.OCCO.OCCO.OCCO.OCCO

12 unconnected molecules or ions with the total composition C34H98Br4O40P10 in a non-equilibrium geometry, computed with ωB97M-V/def2-TZVPD.

XYZ file:
```
186
Properties=species:S:1:pos:R:3:lowdin_charge:R:1
C 7.50 -3.26 -1.24 -0.04
O 7.04 -3.29 0.18 -0.25
P 5.81 -2.26 0.56 0.43
O 4.53 -2.47 -0.12 -0.23
O 5.65 -2.68 2.09 -0.27
C 6.80 -2.59 2.96 -0.09
O 6.44 -0.79 0.61 -0.22
C 5.88 0.28 -0.15 -0.10
H 7.80 -2.17 -1.41 0.10
H 6.65 -3.45 -1.83 0.05
H 8.38 -3.91 -1.24 0.09
H 7.45 -3.49 2.76 0.10
H 6.37 -2.69 3.96 0.08
H 7.39 -1.69 2.84 0.08
H 5.28 -0.14 -0.93 0.04
H 6.71 0.87 -0.59 0.10
H 5.30 0.92 0.57 0.08
C -4.01 -0.85 2.13 -0.05
O -5.26 -0.55 2.87 -0.24
P -5.21 0.73 3.80 0.42
O -4.82 2.03 3.22 -0.25
O -4.33 0.38 5.15 -0.26
C -4.67 -0.84 5.85 -0.08
O -6.71 0.82 4.41 -0.23
C -7.70 1.59 3.63 -0.05
H -4.01 -0.19 1.25 0.08
H -4.02 -1.95 1.97 0.06
H -3.14 -0.63 2.72 0.07
H -4.57 -1.65 5.11 0.09
H -5.68 -0.75 6.21 0.07
H -4.01 -0.87 6.70 0.09
H -8.64 1.50 4.18 0.09
H -7.79 1.31 2.60 0.07
H -7.35 2.61 3.66 0.05
C 0.94 -0.09 -4.78 -0.03
O -0.35 -0.52 -4.25 -0.23
P -0.69 -2.06 -4.06 0.43
O -2.12 -2.44 -4.10 -0.25
O 0.16 -2.49 -2.76 -0.27
C 0.37 -3.85 -2.17 0.00
O 0.17 -2.88 -5.17 -0.26
C -0.48 -3.34 -6.41 -0.05
H 0.90 1.01 -4.77 0.10
H 1.00 -0.42 -5.80 0.07
H 1.72 -0.62 -4.19 0.08
H 0.46 -4.56 -2.94 0.07
H -0.53 -4.04 -1.64 0.07
H 1.26 -3.77 -1.50 0.08
H 0.22 -4.17 -6.71 0.11
H -0.49 -2.54 -7.10 0.07
H -1.49 -3.69 -6.21 0.07
C 1.34 6.17 0.80 -0.06
O 2.31 5.85 -0.24 -0.19
P 2.02 4.59 -1.11 0.27
O 3.11 4.46 -2.08 -0.23
O 1.84 3.37 -0.17 -0.23
C 3.00 2.94 0.64 -0.04
O 0.58 4.79 -1.71 -0.20
C -0.09 4.00 -2.68 -0.08
H 0.67 5.34 0.97 0.07
H 0.76 7.03 0.49 0.09
H 1.98 6.43 1.64 0.09
H 3.75 2.63 -0.09 0.08
H 2.67 2.19 1.34 0.03
H 3.41 3.83 1.20 0.09
H -0.92 3.44 -2.24 0.08
H 0.58 3.36 -3.26 0.09
H -0.47 4.73 -3.40 0.07
C -1.42 -3.22 3.94 -0.03
O -0.07 -3.04 3.29 -0.26
P 1.12 -4.13 3.63 0.35
O 0.68 -5.19 4.56 -0.25
O 1.65 -4.64 2.28 -0.19
C 2.01 -3.74 1.23 -0.07
O 2.26 -3.22 4.21 -0.26
C 3.57 -3.69 4.56 -0.07
H -2.10 -2.96 3.14 0.05
H -1.44 -2.47 4.74 0.05
H -1.48 -4.25 4.26 0.07
H 1.19 -3.03 0.97 0.09
H 2.29 -4.36 0.35 0.10
H 2.86 -3.13 1.57 0.06
H 4.17 -2.78 4.70 0.07
H 3.96 -4.22 3.70 0.08
H 3.50 -4.34 5.43 0.09
C 4.24 4.49 4.15 -0.03
O 3.12 4.79 5.11 -0.25
P 1.71 3.95 4.79 0.44
O 1.58 3.49 3.43 -0.21
O 1.64 2.71 5.81 -0.30
C 1.49 3.00 7.26 -0.04
O 0.53 4.86 5.43 -0.24
C 0.38 6.25 5.08 -0.06
H 3.93 4.58 3.15 0.04
H 4.60 3.46 4.39 0.10
H 4.98 5.22 4.44 0.08
H 0.43 3.20 7.45 0.08
H 2.08 3.91 7.46 0.09
H 1.77 2.03 7.70 0.10
H -0.48 6.61 5.62 0.09
H 0.15 6.31 4.01 0.09
H 1.29 6.69 5.43 0.08
C -0.75 2.65 1.24 -0.07
O -0.65 1.20 1.25 -0.26
P -0.15 0.32 -0.01 0.34
O -0.69 0.71 -1.30 -0.22
O 1.39 0.34 0.18 -0.24
C 2.31 -0.46 -0.66 -0.03
O -0.55 -1.16 0.36 -0.21
C -1.77 -1.71 -0.29 -0.03
H 0.09 3.07 1.77 0.05
H -1.66 2.76 1.82 0.08
H -0.85 2.95 0.16 0.07
H 1.78 -1.14 -1.31 0.06
H 3.05 -0.99 -0.04 0.05
H 2.83 0.25 -1.31 0.08
H -2.59 -1.04 -0.05 0.07
H -1.87 -2.69 0.18 0.08
H -1.59 -1.89 -1.36 0.07
C 4.73 -1.56 -6.47 -0.07
O 5.60 -1.62 -5.30 -0.22
P 5.29 -0.65 -4.04 0.42
O 6.45 -0.62 -3.10 -0.24
O 4.81 0.65 -4.78 -0.24
C 4.28 1.84 -4.03 -0.02
O 3.91 -1.15 -3.37 -0.25
C 3.68 -2.53 -3.13 -0.09
H 4.62 -0.50 -6.76 0.09
H 3.73 -1.96 -6.31 0.08
H 5.21 -2.13 -7.26 0.08
H 3.54 1.52 -3.27 0.07
H 3.75 2.39 -4.79 0.09
H 5.07 2.41 -3.53 0.10
H 3.34 -2.53 -2.08 0.06
H 4.54 -3.11 -3.16 0.06
H 2.98 -2.96 -3.84 0.09
C -3.05 0.23 -3.23 -0.07
O -3.80 1.28 -3.97 -0.22
P -3.14 1.92 -5.22 0.36
O -2.25 1.09 -6.07 -0.24
O -4.37 2.52 -6.03 -0.22
C -5.10 1.59 -6.88 -0.08
O -2.46 3.28 -4.65 -0.23
C -1.99 4.20 -5.65 -0.11
H -2.15 0.66 -2.86 0.03
H -2.96 -0.61 -3.90 0.05
H -3.67 0.04 -2.36 0.06
H -4.45 0.86 -7.34 0.08
H -5.65 2.11 -7.64 0.08
H -5.88 1.14 -6.26 0.09
H -1.01 4.60 -5.43 0.06
H -2.70 5.04 -5.62 0.10
H -1.92 3.75 -6.67 0.10
C -6.34 -2.47 0.43 -0.06
O -5.13 -2.80 -0.32 -0.21
P -4.44 -4.09 0.24 0.28
O -3.84 -4.21 1.57 -0.21
O -3.34 -4.30 -0.88 -0.24
C -3.85 -4.12 -2.27 -0.05
O -5.50 -5.16 -0.13 -0.23
C -5.21 -6.57 0.25 -0.01
H -7.01 -3.36 0.41 0.10
H -6.94 -1.69 -0.02 0.09
H -6.07 -2.20 1.46 0.07
H -4.78 -4.68 -2.43 0.09
H -2.96 -4.43 -2.86 0.08
H -3.95 -3.06 -2.53 0.07
H -4.17 -6.68 0.29 0.07
H -5.74 -7.10 -0.51 0.09
H -5.64 -6.74 1.19 0.07
Br -4.00 2.58 -0.69 0.70
C -5.29 4.07 -0.32 -0.60
C -6.18 3.62 0.81 -0.68
Br -7.14 5.15 1.69 0.56
H -5.88 4.31 -1.24 0.08
H -4.58 4.90 -0.17 0.05
H -5.70 3.00 1.57 0.00
H -7.01 3.01 0.48 0.04
Br 3.46 -0.15 2.97 0.76
C 1.53 0.21 3.15 -0.63
C 1.10 0.03 4.58 -0.67
Br -0.77 0.46 4.91 0.72
H 1.06 -0.46 2.47 0.02
H 1.29 1.22 2.83 0.02
H 1.64 0.66 5.28 0.02
H 1.22 -1.01 4.90 0.04
```

Calculated values
Energy above the lowest of the compared OMol25 structures with the same formula, charge and spin = 0.0 kcal/mol
Frontier orbital gap = 10.059 eV
HOMO energy = -9.59 eV
LUMO = 0.47 eV
2S+1 = 1
Molar mass = 1776.47 g mol⁻¹
SMILES string = COP(=O)(OC)OC.COP(=O)(OC)OC.COP(=O)(OC)OC.COP(=O)(OC)OC.COP(=O)(OC)OC.COP(=O)(OC)OC.COP(=O)(OC)OC.COP(=O)(OC)OC.COP(=O)(OC)OC.COP(=O)(OC)OC.BrCCBr.BrCCBr